No. 1
{"formula": "C6H8S", "method": "ωB97M-V/def2-TZVPD", "lumo_ev": [0.154, 0.368], "e_above_lowest_ev": 4.285, "homo_energy_ha": [-0.25586, -0.26638], "e_tot_ev": -17182.1860, "homo_lumo_gap_ha": [0.26151, 0.27991], "species": ["C", "C", "C", "C", "C", "C", "S", "H", "H", "H", "H", "H", "H", "H", "H"], "xyz": [[-0.35, -1.59, 0.04], [-1.04, -0.55, -0.38], [1.74, -0.16, 0.18], [1.24, -1.47, 0.13], [-0.48, 0.79, -0.53], [-0.97, 1.84, 0.41], [2.98, 0.77, 0.41], [-0.71, -2.58, -0.24], [-2.17, -0.62, -0.40], [1.69, -2.11, 0.95], [1.59, -1.82, -0.75], [-0.08, 1.07, -1.56], [-0.66, 1.74, 1.41], [-2.04, 1.83, 0.29], [-0.73, 2.86, 0.03]]}

---

No. 2
{"formula": "C6H8S", "method": "ωB97M-V/def2-TZVPD", "lumo_ev": [0.321, -0.207], "e_above_lowest_ev": 8.246, "homo_energy_ha": [-0.30566, -0.30228], "e_tot_ev": -17178.2247, "homo_lumo_gap_ha": [0.31745, 0.29469], "species": ["C", "C", "C", "C", "C", "C", "S", "H", "H", "H", "H", "H", "H", "H", "H"], "xyz": [[-1.11, -0.35, -0.84], [-1.06, 2.17, -0.22], [0.31, -0.29, -0.54], [0.02, 1.93, 0.67], [0.58, 0.49, 0.74], [-1.85, -1.33, -1.33], [-1.26, -2.98, -1.72], [0.85, -1.36, -0.58], [1.00, 0.23, -1.34], [0.64, 2.71, 0.89], [-0.79, 2.24, 1.43], [0.11, -0.20, 1.38], [1.61, 0.42, 0.87], [-2.97, -1.36, -1.71], [-0.35, -3.04, -0.71]]}

---

No. 3
{"formula": "C6H8S2", "method": "ωB97M-V/def2-TZVPD", "lumo_ev": -0.315, "e_above_lowest_ev": 1.710, "homo_energy_ha": -0.32884, "e_tot_ev": -28020.3325, "homo_lumo_gap_ha": 0.31726, "species": ["C", "C", "C", "C", "C", "C", "H", "H", "H", "H", "H", "H", "H", "H", "S", "S"], "xyz": [[-0.16, 0.18, 1.85], [-0.31, -0.10, 0.37], [0.49, -1.88, -1.00], [1.04, -0.66, -0.24], [-1.02, 0.95, -0.34], [-0.41, 1.80, -1.14], [-1.06, 0.40, 2.39], [0.46, 1.08, 1.93], [0.32, -0.65, 2.25], [0.28, -1.72, -2.08], [1.21, -2.68, -0.91], [-2.11, 0.94, -0.15], [0.69, 1.85, -1.21], [-0.95, 2.52, -1.76], [-1.05, -1.77, -0.02], [2.56, -0.26, 0.06]]}

---

No. 4
{"formula": "C6H8S2", "method": "ωB97M-V/def2-TZVPD", "lumo_ev": 0.503, "smiles": "SCC1=CS[C@@H]2C[C@@H]12", "e_above_lowest_ev": 5.815, "homo_energy_ha": -0.30143, "e_tot_ev": -28016.2278, "homo_lumo_gap_ha": 0.31992, "species": ["S", "C", "C", "C", "S", "C", "C", "C", "H", "H", "H", "H", "H", "H", "H", "H"], "xyz": [[-2.93, -0.07, -0.49], [-1.73, -0.66, 0.66], [-0.37, -0.46, 0.23], [0.43, -1.57, -0.13], [2.17, -1.16, -0.29], [1.54, 0.54, -0.62], [1.34, 1.84, -0.16], [0.67, 0.65, 0.61], [-1.82, -0.14, -1.60], [-2.01, -0.30, 1.72], [-2.06, -1.72, 0.49], [-0.01, -2.60, -0.29], [1.06, 0.48, -1.63], [1.97, 2.44, 0.66], [0.51, 2.30, -0.74], [1.24, 0.42, 1.58]]}

---

No. 5
{"formula": "C6H8Si", "method": "ωB97M-V/def2-TZVPD", "lumo_ev": 0.855, "smiles": "C#C[Si](C)(C)C#C", "e_above_lowest_ev": 1.789, "homo_energy_ha": -0.36709, "e_tot_ev": -14225.8599, "homo_lumo_gap_ha": 0.39850, "species": ["C", "C", "Si", "C", "C", "C", "C", "H", "H", "H", "H", "H", "H", "H", "H"], "xyz": [[-2.72, -1.51, -0.02], [-1.66, -0.96, 0.06], [-0.09, -0.02, -0.06], [-0.06, 1.01, 1.61], [0.22, 0.90, -1.75], [1.40, -1.09, 0.34], [2.47, -1.65, 0.22], [-3.74, -1.67, 0.17], [0.97, 1.27, 1.96], [-0.56, 2.06, 1.48], [-0.58, 0.39, 2.46], [0.62, 0.23, -2.56], [-0.59, 1.47, -2.09], [0.97, 1.67, -1.59], [3.35, -2.09, -0.23]]}

---

No. 6
{"formula": "C6H8Si", "method": "ωB97M-V/def2-TZVPD", "lumo_ev": [-0.399, -0.401], "smiles": "C#C[SiH]=C=C.C=C", "e_above_lowest_ev": 5.504, "homo_energy_ha": [-0.28774, -0.28800], "e_tot_ev": -14222.1456, "homo_lumo_gap_ha": [0.27309, 0.27327], "species": ["C", "C", "Si", "C", "C", "H", "H", "H", "H", "C", "C", "H", "H", "H", "H"], "xyz": [[-0.89, -3.10, -0.96], [0.08, -2.41, -1.16], [1.32, -1.05, -0.98], [0.87, 0.74, -0.88], [1.07, 1.90, -1.50], [-1.60, -3.85, -0.80], [2.51, -1.91, -0.68], [1.57, 1.88, -2.43], [0.85, 2.88, -1.13], [-1.01, 1.35, 2.13], [-1.04, 0.20, 1.43], [-1.82, 2.15, 1.98], [-0.28, 1.39, 2.87], [-1.57, 0.09, 0.51], [-0.05, -0.28, 1.58]]}

---

No. 7
{"formula": "C6H9AuO4", "method": "ωB97M-V/def2-TZVPD", "lumo_ev": [-8.843, -13.353], "homo_energy_ha": [-0.66334, -0.69851], "multiplicity": 3, "e_tot_ev": -18223.9653, "total_charge": 2, "homo_lumo_gap_ha": [0.33835, 0.20781], "species": ["O", "C", "C", "H", "H", "H", "O", "C", "O", "Au", "O", "C", "H", "C", "H", "H", "C", "H", "H", "H"], "xyz": [[1.46, 2.21, 2.47], [0.41, 2.17, 1.55], [-0.84, 1.90, 1.90], [0.73, 2.43, 0.54], [-1.61, 1.96, 1.13], [-1.13, 1.70, 2.93], [-1.41, -1.07, -1.15], [-0.77, -0.79, -0.04], [-1.43, -1.01, 1.02], [0.32, -0.45, 1.37], [1.79, -0.01, 2.43], [2.20, 1.14, 2.63], [3.12, 1.34, 3.18], [-0.70, -0.90, -2.39], [-1.40, -0.38, -3.06], [0.17, -0.26, -2.22], [-0.30, -2.24, -2.96], [0.40, -2.76, -2.29], [-1.18, -2.88, -3.11], [0.18, -2.10, -3.93]]}

---

No. 8
{"formula": "C6H9B", "method": "ωB97M-V/def2-TZVPD", "lumo_ev": [-0.131, -0.520], "e_above_lowest_ev": 2.984, "homo_energy_ha": [-0.26227, -0.32421], "multiplicity": 3, "e_tot_ev": -7036.1044, "homo_lumo_gap_ha": [0.25747, 0.30509], "species": ["B", "C", "C", "C", "C", "C", "C", "H", "H", "H", "H", "H", "H", "H", "H", "H"], "xyz": [[3.68, -0.19, -0.56], [-2.13, 0.14, -0.52], [-1.68, 1.18, 0.20], [0.00, -1.09, -0.14], [0.46, -0.04, 0.41], [-1.51, -1.14, -0.48], [-0.23, 1.09, 0.80], [4.69, -0.29, -0.10], [3.18, -0.31, -1.74], [-3.20, 0.15, -0.65], [-2.08, 2.13, 0.37], [0.67, -2.00, -0.35], [-1.91, -1.76, 0.37], [-1.65, -1.69, -1.45], [0.28, 1.99, 0.47], [-0.30, 1.27, 1.94]]}

---

No. 9
{"formula": "C6H9BO3S", "method": "ωB97M-V/def2-TZVPD", "lumo_ev": 0.065, "smiles": "C/C(O)=C1\\CC=CS1.O=BO", "e_above_lowest_ev": 2.227, "homo_energy_ha": -0.28165, "e_tot_ev": -24022.1157, "homo_lumo_gap_ha": 0.28403, "species": ["C", "C", "O", "C", "C", "C", "C", "S", "H", "H", "H", "H", "H", "H", "H", "H", "O", "B", "O", "H"], "xyz": [[0.48, -0.38, 2.44], [0.82, 0.49, 1.17], [1.43, 1.64, 1.32], [0.58, -0.02, -0.09], [-0.04, -1.32, -0.35], [-0.12, -1.41, -1.90], [0.67, -0.50, -2.48], [1.43, 0.69, -1.52], [0.16, -1.35, 2.10], [-0.16, 0.22, 3.20], [1.42, -0.40, 2.88], [0.86, 2.33, 1.05], [-1.09, -1.38, 0.02], [0.52, -2.21, -0.15], [-0.88, -1.95, -2.39], [0.64, -0.28, -3.50], [-0.79, 2.63, 0.20], [-1.15, 1.57, -0.26], [-1.90, 0.66, -0.79], [-2.88, 0.96, -0.94]]}

---

No. 10
{"formula": "C6H9BrClN2", "method": "ωB97M-V/def2-TZVPD", "lumo_ev": [-5.499, -5.500], "e_above_lowest_ev": 2.668, "homo_energy_ha": [-0.45888, -0.45888], "e_tot_ev": -91902.6297, "total_charge": 1, "homo_lumo_gap_ha": [0.25680, 0.25677], "species": ["C", "C", "C", "C", "C", "C", "N", "N", "Cl", "Br", "H", "H", "H", "H", "H", "H", "H", "H", "H"], "xyz": [[-1.25, 1.98, 0.72], [0.87, 1.74, 1.54], [-0.99, 0.90, -0.26], [-0.21, -0.14, 0.60], [-0.09, -2.03, -1.59], [0.94, -1.11, -1.09], [-0.21, 2.44, 1.35], [0.83, 0.42, 1.42], [-1.02, -1.48, 1.28], [2.29, -2.02, -0.13], [-2.23, 2.41, 1.02], [1.71, 2.21, 1.96], [-1.95, 0.42, -0.75], [-0.38, 1.22, -1.10], [-1.05, -1.60, -1.64], [-0.11, -3.07, -1.31], [0.31, -1.97, -2.74], [1.16, -0.07, -1.40], [1.38, -0.25, 2.11]]}

---

No. 11
{"formula": "C6H9BrNP", "method": "ωB97M-V/def2-TZVPD", "lumo_ev": 0.031, "smiles": "[H]/P=C1/C=NC[C@H](Br)[C@H]1C", "homo_energy_ha": -0.33587, "e_tot_ev": -87185.9915, "homo_lumo_gap_ha": 0.33699, "species": ["H", "P", "C", "C", "N", "C", "C", "Br", "C", "C", "H", "H", "H", "H", "H", "H", "H", "H"], "xyz": [[0.26, -2.73, 1.62], [0.22, -2.91, 0.27], [-0.06, -1.29, -0.06], [0.19, -0.99, -1.80], [0.60, 0.14, -2.11], [0.78, 1.26, -1.16], [0.86, 0.96, 0.30], [2.79, 0.31, 0.58], [-0.19, -0.08, 0.85], [-1.68, 0.39, 1.00], [-0.03, -1.59, -2.63], [-0.16, 1.90, -1.54], [1.68, 1.76, -1.25], [0.68, 1.87, 0.85], [0.15, -0.39, 1.79], [-1.83, 1.43, 0.85], [-1.92, 0.17, 2.07], [-2.33, -0.22, 0.39]]}

---

No. 12
{"formula": "C6H9BrO2", "method": "ωB97M-V/def2-TZVPD", "lumo_ev": [0.577, -2.753], "e_above_lowest_ev": 0.000, "homo_energy_ha": [-0.21227, -0.37769], "multiplicity": 3, "e_tot_ev": -80499.7236, "homo_lumo_gap_ha": [0.23346, 0.27651], "species": ["C", "C", "C", "C", "C", "C", "O", "O", "Br", "H", "H", "H", "H", "H", "H", "H", "H", "H"], "xyz": [[0.07, -1.47, -0.47], [-1.95, -0.44, 0.27], [-1.01, 0.27, 1.19], [0.58, -0.07, -0.12], [0.34, 0.80, -1.29], [1.92, 0.11, 0.44], [0.72, -2.47, -0.63], [-1.27, -1.52, -0.36], [-1.32, 2.12, 1.52], [-2.76, -0.87, 0.89], [-2.41, 0.25, -0.42], [-0.82, -0.35, 2.13], [-0.62, 0.67, -1.77], [1.15, 0.52, -2.14], [0.38, 1.81, -1.06], [2.70, 0.42, -0.37], [2.34, -0.72, 1.06], [1.96, 0.95, 1.14]]}

---

No. 13
{"formula": "C6H9CeF3O4", "method": "ωB97M-V/def2-TZVPD", "lumo_ev": [-16.956, -16.367], "homo_energy_ha": [-0.70767, -0.69542], "multiplicity": 2, "e_tot_ev": -35599.4577, "total_charge": 3, "homo_lumo_gap_ha": [0.08453, 0.09394], "species": ["C", "O", "C", "O", "O", "C", "C", "O", "C", "C", "F", "F", "F", "H", "H", "H", "H", "H", "H", "H", "H", "H", "Ce"], "xyz": [[4.05, -0.82, 0.08], [2.97, -0.23, 0.88], [2.33, 0.86, 0.20], [2.94, 1.57, -0.70], [0.97, 1.16, 0.58], [0.04, 0.57, -0.41], [-0.63, -0.81, 0.10], [-1.97, -1.05, -0.40], [-2.99, -0.45, 0.43], [-4.07, 0.21, -0.60], [-5.32, 0.41, 0.03], [-3.59, 1.45, -1.06], [-4.20, -0.72, -1.66], [3.61, -1.20, -0.91], [4.52, -1.70, 0.65], [4.88, -0.05, -0.13], [-0.78, 1.33, -0.64], [0.66, 0.40, -1.35], [-0.53, -0.90, 1.23], [0.02, -1.66, -0.34], [-3.60, -1.23, 1.03], [-2.61, 0.40, 1.09], [3.30, 2.45, 1.88]]}

---

No. 14
{"formula": "C6H9Cl2N2O", "method": "ωB97M-V/def2-TZVPD", "lumo_ev": -3.381, "e_above_lowest_ev": 3.283, "homo_energy_ha": -0.44237, "e_tot_ev": -36431.4857, "total_charge": 1, "homo_lumo_gap_ha": 0.31813, "species": ["C", "C", "C", "C", "C", "C", "N", "N", "O", "Cl", "Cl", "H", "H", "H", "H", "H", "H", "H", "H", "H"], "xyz": [[-1.58, 1.12, 1.11], [0.34, -2.13, 0.36], [0.26, 2.23, -0.07], [-0.43, -0.16, -0.49], [0.76, 0.83, -0.23], [1.56, -2.34, -0.35], [-0.76, 2.11, 0.93], [-1.49, 0.05, 0.39], [-0.37, -2.60, 1.11], [1.63, 0.36, 1.37], [1.89, 0.70, -1.58], [-2.35, 1.10, 1.82], [1.10, 2.95, 0.42], [-0.14, 2.56, -1.11], [-0.51, -0.43, -1.60], [2.35, -2.39, 0.36], [1.82, -1.46, -1.11], [1.50, -3.34, -0.87], [-0.87, 2.69, 1.73], [-2.24, -0.67, 0.39]]}

---

No. 15
{"formula": "C6H9ClN3O4", "method": "ωB97M-V/def2-TZVPD", "lumo_ev": [-4.852, -4.852], "e_above_lowest_ev": 1.750, "homo_energy_ha": [-0.46796, -0.46806], "e_tot_ev": -31537.0064, "total_charge": 1, "homo_lumo_gap_ha": [0.28964, 0.28977], "species": ["C", "C", "C", "C", "C", "C", "N", "N", "N", "O", "O", "O", "O", "Cl", "H", "H", "H", "H", "H", "H", "H", "H", "H"], "xyz": [[-1.65, -2.19, -0.20], [-2.30, -1.11, 0.19], [0.48, -1.29, 0.42], [-1.58, 0.06, 0.71], [2.72, -0.63, 0.84], [-1.28, 2.23, -1.09], [-0.30, -2.23, -0.15], [-0.15, -0.26, 1.01], [-3.71, -1.04, 0.02], [-4.22, -2.09, -0.25], [-4.21, 0.06, 0.18], [1.73, -1.50, 0.41], [-1.06, 0.91, -1.08], [-2.09, 1.30, 1.74], [-2.31, -3.11, -0.44], [2.95, -0.79, 1.90], [2.63, 0.47, 0.54], [3.45, -1.08, 0.20], [-0.96, 2.63, -2.06], [-0.86, 2.88, -0.31], [-2.40, 2.37, -0.85], [0.12, -2.92, -0.78], [0.30, 0.61, 1.27]]}

---

No. 16
{"formula": "C6H9ClS", "method": "ωB97M-V/def2-TZVPD", "lumo_ev": 0.831, "smiles": "C=C(C)SC(=C)CCl", "e_above_lowest_ev": 0.574, "homo_energy_ha": -0.31677, "e_tot_ev": -29724.5633, "homo_lumo_gap_ha": 0.34730, "species": ["C", "C", "C", "S", "C", "C", "C", "Cl", "H", "H", "H", "H", "H", "H", "H", "H", "H"], "xyz": [[0.80, -0.82, -1.28], [0.86, 0.46, -0.95], [1.99, 1.38, -1.32], [-0.41, 1.32, -0.03], [-1.28, -0.02, 0.77], [-2.56, -0.25, 0.48], [-0.55, -0.81, 1.82], [-0.32, 0.14, 3.33], [-0.03, -1.45, -1.03], [1.61, -1.25, -1.81], [2.71, 0.84, -1.91], [1.61, 2.24, -1.89], [2.51, 1.74, -0.45], [-3.11, 0.30, -0.30], [-3.15, -1.01, 1.04], [0.44, -1.09, 1.47], [-1.11, -1.73, 2.07]]}

---

No. 17
{"formula": "C6H9F", "method": "ωB97M-V/def2-TZVPD", "lumo_ev": [0.849, -0.052], "e_above_lowest_ev": 2.884, "homo_energy_ha": [-0.26979, -0.29314], "e_tot_ev": -9081.8098, "homo_lumo_gap_ha": [0.30099, 0.29122], "species": ["C", "C", "C", "C", "C", "C", "F", "H", "H", "H", "H", "H", "H", "H", "H", "H"], "xyz": [[0.20, -1.49, 0.43], [1.05, -0.44, 0.18], [-1.27, -1.27, 0.62], [0.66, 0.88, 0.10], [-1.86, -0.48, -0.51], [1.56, 1.94, -0.42], [-3.11, 0.00, -0.29], [0.58, -2.49, 0.49], [2.09, -0.68, -0.01], [-1.77, -2.24, 0.71], [-1.46, -0.71, 1.55], [-0.35, 1.16, 0.37], [-1.74, -0.80, -1.54], [1.70, 1.84, -1.50], [2.55, 1.85, 0.04], [1.17, 2.94, -0.22]]}

---

No. 18
{"formula": "C6H9F", "method": "ωB97M-V/def2-TZVPD", "lumo_ev": 1.047, "smiles": "F[C@@]12CCC[C@H]1C2", "e_above_lowest_ev": 2.773, "homo_energy_ha": -0.32875, "e_tot_ev": -9081.9212, "homo_lumo_gap_ha": 0.36724, "species": ["F", "C", "C", "C", "C", "C", "C", "H", "H", "H", "H", "H", "H", "H", "H", "H"], "xyz": [[0.61, -0.91, 1.13], [0.66, -0.48, -0.23], [-0.62, -1.02, -0.79], [-1.65, -0.05, -0.11], [-0.87, 1.18, 0.58], [0.42, 0.99, -0.28], [1.74, 0.46, -0.41], [-0.62, -0.93, -1.86], [-0.88, -2.09, -0.54], [-2.40, 0.36, -0.84], [-2.21, -0.59, 0.67], [-0.83, 0.97, 1.66], [-1.24, 2.14, 0.26], [-0.07, 1.03, -1.31], [2.26, 0.57, -1.35], [2.38, 0.34, 0.50]]}

---

No. 19
{"formula": "C6H9F", "method": "ωB97M-V/def2-TZVPD", "lumo_ev": 0.972, "smiles": "F[C@@]12CCC[C@H]1C2", "e_above_lowest_ev": 3.891, "homo_energy_ha": -0.30869, "e_tot_ev": -9080.8032, "homo_lumo_gap_ha": 0.34441, "species": ["F", "C", "C", "C", "C", "C", "C", "H", "H", "H", "H", "H", "H", "H", "H", "H"], "xyz": [[-0.43, -1.39, -1.14], [-0.77, -0.81, 0.12], [0.57, -0.92, 0.81], [1.49, -0.05, -0.17], [0.56, 0.98, -0.70], [-0.75, 0.80, 0.06], [-2.05, 0.11, 0.03], [0.54, -0.87, 2.00], [0.84, -1.97, 0.73], [2.44, 0.31, 0.42], [1.80, -0.81, -0.93], [0.44, 1.09, -1.89], [0.79, 2.08, -0.44], [-0.41, 1.02, 1.11], [-2.62, 0.41, 1.00], [-2.44, 0.03, -0.99]]}

---

No. 20
{"formula": "C6H9F3N3", "method": "ωB97M-V/def2-TZVPD", "lumo_ev": -3.680, "smiles": "N[C@@]1(C(F)(F)F)C=C([NH3+])C=CN1", "e_above_lowest_ev": 1.305, "homo_energy_ha": -0.44524, "e_tot_ev": -18982.0141, "total_charge": 1, "homo_lumo_gap_ha": 0.30999, "species": ["N", "C", "C", "F", "F", "F", "C", "C", "N", "C", "C", "N", "H", "H", "H", "H", "H", "H", "H", "H", "H"], "xyz": [[-1.10, -0.84, 1.95], [-0.92, -0.48, 0.59], [-2.07, 0.31, -0.08], [-1.73, 1.02, -1.20], [-3.13, -0.51, -0.28], [-2.37, 1.22, 0.90], [0.20, 0.79, 0.56], [1.22, 0.57, -0.27], [2.39, 1.54, -0.31], [1.29, -0.51, -1.27], [0.42, -1.53, -1.18], [-0.56, -1.55, -0.30], [-1.39, 0.14, 2.39], [-1.71, -1.48, 2.34], [0.23, 1.29, 1.57], [3.08, 1.34, 0.39], [1.95, 2.46, -0.26], [2.89, 1.39, -1.34], [2.09, -0.44, -2.00], [0.41, -2.42, -1.90], [-1.19, -2.31, -0.28]]}